{"formula": "C3H4ClN3", "method": "ωB97M-V/def2-TZVPD", "e_tot_ha": -741.0721, "lumo_ev": 0.39, "homo_lumo_gap_ev": 10.137, "relative_energy_kj_mol": 285.5, "homo_ev": -9.744, "species": ["C", "N", "N", "C", "Cl", "C", "N", "H", "H", "H", "H"], "coordinates": [[-2.14, 0.06, -0.36], [-0.83, -0.02, 0.22], [0.10, 0.55, -0.32], [1.56, 0.38, 0.48], [2.54, 1.72, -0.11], [2.08, -0.92, 0.14], [2.46, -1.97, -0.10], [-2.80, 0.39, 0.39], [-2.46, -1.04, -0.57], [-2.22, 0.43, -1.32], [1.70, 0.42, 1.55]], "nbo_charge": [-0.460, -0.133, -0.096, -0.212, 0.017, 0.231, -0.267, 0.231, 0.226, 0.207, 0.255]}

{"formula": "C17H23F5NO2P2SZn", "method": "ωB97M-V/def2-TZVPD", "e_tot_ha": -4226.0493, "lumo_ev": -4.56, "homo_lumo_gap_ev": 4.634, "homo_ev": -9.199, "charge": 1, "species": ["Zn", "P", "C", "C", "N", "C", "C", "C", "C", "C", "P", "H", "H", "H", "H", "H", "H", "H", "H", "O", "H", "H", "O", "H", "C", "H", "H", "H", "C", "H", "H", "H", "C", "H", "H", "H", "C", "H", "H", "H", "F", "C", "C", "F", "C", "F", "C", "S", "C", "F", "C", "F"], "coordinates": [[0.11, -0.11, -0.01], [-1.27, 1.32, 1.18], [-2.81, 1.09, 0.38], [-2.84, 0.47, -0.89], [-1.63, 0.00, -1.36], [-1.49, -0.44, -2.61], [-2.58, -0.43, -3.49], [-3.85, -0.10, -3.00], [-4.00, 0.23, -1.67], [-0.14, -0.99, -3.06], [0.91, -1.60, -1.62], [-4.98, 0.40, -1.22], [-2.43, -0.66, -4.55], [-4.72, -0.09, -3.67], [-0.29, -1.85, -3.74], [0.43, -0.19, -3.57], [-3.27, -3.06, 3.15], [-3.78, 1.20, 0.90], [-0.05, -3.39, 1.58], [-2.74, -3.54, 2.48], [-3.41, -3.79, 1.80], [0.37, -1.89, 0.93], [0.71, -2.76, 1.46], [1.00, -2.53, 2.38], [0.45, -3.35, -1.63], [0.54, -3.71, -2.67], [1.12, -3.94, -1.00], [-0.60, -3.46, -1.32], [2.60, -1.64, -2.29], [3.26, -2.05, -1.51], [2.67, -2.28, -3.18], [2.94, -0.62, -2.54], [-1.13, 3.11, 0.94], [-1.84, 3.54, 1.65], [-0.12, 3.51, 1.07], [-1.47, 3.29, -0.08], [-1.20, 1.02, 2.99], [-0.17, 1.18, 3.36], [-1.88, 1.72, 3.52], [-1.48, -0.02, 3.23], [4.62, 2.85, 4.12], [3.95, 2.57, 2.97], [3.66, 1.23, 2.64], [4.01, 0.23, 3.50], [2.91, 0.95, 1.51], [2.36, -0.34, 1.43], [2.49, 1.94, 0.60], [1.53, 1.56, -0.80], [2.76, 3.29, 0.98], [2.16, 4.31, 0.29], [3.49, 3.60, 2.13], [3.67, 4.89, 2.51]], "nbo_charge": [1.272, 0.892, -0.859, 0.232, -0.722, 0.228, -0.341, -0.136, -0.280, -0.722, 0.816, 0.225, 0.222, 0.230, 0.255, 0.271, 0.488, 0.246, 0.572, -0.974, 0.488, 0.430, -0.825, 0.570, -0.982, 0.256, 0.242, 0.248, -0.958, 0.254, 0.257, 0.284, -0.940, 0.246, 0.245, 0.271, -0.955, 0.245, 0.246, 0.236, -0.277, 0.265, 0.278, -0.295, 0.284, -0.371, -0.260, -0.452, 0.303, -0.293, 0.332, -0.286]}

{"formula": "C5H15N2O", "method": "ωB97M-V/def2-TZVPD", "e_tot_ha": -383.5276, "lumo_ev": [-6.66, -11.92], "homo_lumo_gap_ev": [11.946, 6.688], "relative_energy_kj_mol": 217.4, "homo_ev": [-18.609, -18.609], "charge": 2, "multiplicity": 2, "species": ["C", "C", "C", "C", "C", "N", "N", "H", "H", "H", "H", "H", "H", "H", "H", "H", "H", "H", "H", "H", "H", "H", "O"], "coordinates": [[-2.87, 1.61, 1.33], [-1.34, 1.36, 1.07], [-1.29, 0.77, -0.44], [0.07, 0.38, -0.86], [0.36, -0.53, -1.77], [1.70, -1.17, -1.92], [-0.71, 0.52, 1.99], [-2.93, 2.65, 1.69], [-3.55, 1.47, 0.50], [-3.19, 1.06, 2.23], [-0.91, 2.34, 0.96], [-2.01, -0.04, -0.47], [-1.69, 1.61, -1.01], [0.86, 0.97, -0.41], [-0.30, -1.24, -2.25], [1.60, -1.96, -1.29], [1.97, -1.42, -2.89], [2.61, -0.76, -1.65], [-1.36, -0.22, 2.26], [-0.22, 0.98, 2.77], [2.62, -2.17, 1.02], [4.02, -2.54, 0.71], [3.21, -2.27, 0.27]], "lowdin_spin": [0.102, 0.118, 0.098, 0.011, 0.003, 0.001, 0.609, 0.016, 0.003, 0.000, 0.000, 0.000, 0.004, 0.001, 0.000, 0.000, 0.000, 0.000, 0.015, 0.019, 0.000, 0.000, 0.000]}

{"formula": "C6H8N2O", "method": "ωB97M-V/def2-TZVPD", "e_tot_ha": -418.0274, "lumo_ev": 0.52, "homo_lumo_gap_ev": 7.579, "relative_energy_kj_mol": 409.2, "homo_ev": -7.063, "species": ["C", "C", "O", "N", "C", "C", "C", "C", "N", "H", "H", "H", "H", "H", "H", "H", "H"], "coordinates": [[3.04, -0.20, 0.37], [1.67, 0.31, -0.10], [1.59, 1.43, -0.57], [0.63, -0.71, -0.16], [-0.61, -0.27, -0.09], [-1.80, -1.01, -0.18], [-2.88, -0.18, -0.06], [-2.38, 1.17, 0.18], [-1.05, 1.06, 0.11], [3.46, 0.45, 0.72], [3.56, -0.84, -0.49], [2.88, -0.99, 0.98], [0.62, -1.41, -0.82], [-1.78, -2.16, -0.31], [-3.72, -0.49, 0.05], [-2.77, 2.07, 0.30], [-0.45, 1.79, 0.07]], "nbo_charge": [-0.614, 0.708, -0.558, -0.667, 0.263, -0.325, -0.259, -0.081, -0.489, 0.174, 0.222, 0.218, 0.418, 0.209, 0.172, 0.194, 0.416]}